(1)
{
  "formula": "H20O10",
  "method": "wB97M-V/def2-TZVPD",
  "gap_ev": 10.420,
  "relative_energy_kcal_mol": 101.5,
  "homo_energy_ev": -10.600,
  "largest_force_ev_per_a": 2.29,
  "energy_ha": -764.32024,
  "smiles": "O.O.O.O.O.O.O.O.O.O",
  "total_charge": 0,
  "elements": ["H", "H", "H", "H", "H", "H", "H", "H", "H", "H", "H", "H", "H", "H", "H", "H", "H", "H", "H", "H", "O", "O", "O", "O", "O", "O", "O", "O", "O", "O"],
  "xyz": [[1.24, -0.56, 0.45], [0.85, 0.27, -0.76], [2.89, 1.97, 3.59], [3.16, 3.18, 2.72], [-3.14, -1.83, -0.98], [-4.48, -1.97, -1.68], [1.57, -2.67, -0.22], [1.32, -3.22, 1.18], [-0.60, -1.16, 1.18], [0.54, -0.87, 2.14], [3.31, 1.77, -2.02], [4.71, 1.91, -1.44], [-1.78, 1.20, -2.72], [-3.05, 0.49, -3.16], [-1.15, -1.48, -3.46], [-2.49, -1.70, -2.77], [-0.29, -0.57, 4.11], [-1.74, -0.99, 3.95], [0.63, 3.32, 0.03], [-0.82, 2.96, 0.29], [1.00, -0.64, -0.48], [3.27, 2.23, 2.74], [-4.03, -1.45, -1.01], [1.03, -2.54, 0.57], [-0.42, -0.82, 2.06], [4.24, 1.63, -2.24], [-2.35, 0.46, -2.50], [-1.97, -1.98, -3.54], [-1.19, -0.31, 4.34], [-0.25, 3.38, -0.36]],
  "mulliken_charge": [0.38, 0.23, 0.32, 0.32, 0.30, 0.34, 0.33, 0.27, 0.32, 0.26, 0.30, 0.32, 0.27, 0.34, 0.34, 0.24, 0.30, 0.31, 0.29, 0.33, -0.57, -0.64, -0.63, -0.58, -0.61, -0.62, -0.59, -0.62, -0.62, -0.63]
}

(2)
{
  "formula": "C6H3N",
  "method": "wB97M-V/def2-TZVPD",
  "gap_ev": [7.850, 6.722],
  "relative_energy_kcal_mol": 20.2,
  "homo_energy_ev": [-7.708, -9.353],
  "largest_force_ev_per_a": 9.38,
  "energy_ha": -284.82417,
  "s_squared": 2.015,
  "multiplicity": 3,
  "total_charge": 0,
  "elements": ["C", "C", "C", "C", "C", "C", "N", "H", "H", "H"],
  "xyz": [[3.64, 0.85, -0.22], [4.65, 0.01, 0.04], [2.34, 0.95, -0.26], [3.30, -0.68, 0.18], [1.36, -0.06, 0.00], [-0.08, -0.01, 0.00], [2.12, -1.19, 0.21], [-0.29, -0.18, 1.16], [-0.48, -0.81, -0.58], [-0.52, 0.84, -0.50]],
  "mulliken_charge": [0.32, -0.56, -0.40, 0.64, 0.65, -0.97, -0.53, 0.23, 0.31, 0.31]
}

(3)
{
  "formula": "C2H5NP2",
  "method": "wB97M-V/def2-TZVPD",
  "gap_ev": [7.956, 7.956],
  "relative_energy_kcal_mol": 45.5,
  "homo_energy_ev": [-9.009, -9.010],
  "largest_force_ev_per_a": 3.83,
  "energy_ha": -816.55564,
  "smiles": "[H]/P=C/P=N/C",
  "total_charge": 0,
  "elements": ["C", "C", "N", "P", "P", "H", "H", "H", "H", "H"],
  "xyz": [[1.74, -0.27, -0.22], [-2.20, 0.32, 0.16], [-0.78, -0.02, -0.06], [3.31, -0.45, 0.45], [0.49, 0.29, 0.98], [1.26, -0.29, -1.28], [-2.72, -0.30, -0.46], [-2.45, 1.37, 0.01], [-2.71, 0.21, 1.21], [4.06, -0.86, -0.78]],
  "mulliken_charge": [-0.21, -0.69, -0.26, -0.06, 0.03, 0.35, 0.30, 0.26, 0.24, 0.04]
}

(4)
{
  "formula": "C15H20N2S",
  "method": "wB97M-V/def2-TZVPD",
  "gap_ev": 8.437,
  "relative_energy_kcal_mol": 0.0,
  "homo_energy_ev": -7.695,
  "largest_force_ev_per_a": 2.45,
  "energy_ha": -1091.31272,
  "smiles": "Nc1c2c(nc3c1[C@H]1CCCC[C@@H]1S3)CCCC2",
  "total_charge": 0,
  "elements": ["N", "S", "C", "C", "C", "C", "C", "N", "C", "C", "C", "C", "C", "C", "C", "C", "C", "C", "H", "H", "H", "H", "H", "H", "H", "H", "H", "H", "H", "H", "H", "H", "H", "H", "H", "H", "H", "H"],
  "xyz": [[0.20, 1.18, 2.05], [-2.36, 0.43, 1.76], [-0.69, 0.54, 1.29], [1.43, 1.27, 1.59], [0.90, 0.17, -0.50], [1.89, 0.76, 0.33], [-0.43, 0.11, -0.01], [1.26, -0.25, -1.75], [2.39, 1.86, 2.60], [3.36, 0.91, -0.06], [3.70, 2.31, 1.95], [4.31, 1.17, 1.14], [-4.05, -2.14, -1.15], [-3.00, -1.96, -2.24], [-4.07, -0.96, -0.15], [-1.62, -1.57, -1.71], [-2.66, -0.76, 0.43], [-1.69, -0.35, -0.71], [0.52, -0.28, -2.46], [2.23, -0.20, -2.05], [1.89, 2.68, 3.09], [2.56, 1.12, 3.37], [3.69, -0.04, -0.58], [3.41, 1.71, -0.82], [3.52, 3.20, 1.33], [4.43, 2.64, 2.74], [5.29, 1.50, 0.77], [4.41, 0.31, 1.76], [-5.06, -2.23, -1.60], [-3.82, -3.01, -0.56], [-3.33, -1.18, -2.95], [-2.88, -2.85, -2.84], [-4.79, -1.16, 0.64], [-4.41, -0.06, -0.67], [-1.13, -2.39, -1.19], [-0.97, -1.29, -2.57], [-2.32, -1.71, 0.88], [-2.11, 0.53, -1.15]],
  "mulliken_charge": [-0.64, -0.31, -0.04, 0.61, 0.21, 0.83, -0.50, -0.32, -0.57, -0.96, -0.70, -0.95, -0.65, -0.82, -0.69, -0.79, -0.10, 0.20, 0.15, 0.20, 0.36, 0.25, 0.41, 0.31, 0.31, 0.32, 0.34, 0.39, 0.33, 0.35, 0.36, 0.40, 0.36, 0.34, 0.29, 0.26, 0.34, 0.14]
}